Entry 1:
C3H5O4PS | ωB97M-V with the def2-TZVPD basis set

For the frontier orbital gap, the calculation gives 5.72 eV. Its energy above the lowest of the compared OMol25 structures with the same formula, charge and spin is 22.53 kcal/mol. The value obtained for the HOMO energy is 0.253 eV. The value obtained for the total energy is -1157.853520 Ha. Its SMILES is O=C[P@](=O)([O-])OCC[S-].

```
! wB97M-V def2-TZVPD RIJCOSX def2/J DEFGRID3
* xyz -2 1
O -1.97 2.44 -0.19
C -0.79 2.73 -0.14
P 0.72 1.49 -0.36
O 1.89 2.33 0.09
O 0.72 1.19 -1.83
O 0.78 -0.11 0.44
C 0.00 -1.09 -0.18
C -0.07 -2.26 0.89
S -0.76 -3.82 0.21
H -0.51 3.84 -0.16
H 0.51 -1.37 -1.02
H -0.95 -0.84 -0.62
H 1.00 -2.42 1.10
H -0.58 -2.10 1.77
*
```

***

Entry 2:
C2H4HoO2 | ωB97M-V with the def2-TZVPD basis set

For the frontier orbital gap (spin up / spin down), the calculation gives 6.66 / 6.66 eV. The value obtained for the HOMO energy (spin up / spin down) is -23.420 / -23.433 eV. The value obtained for the total energy is -1175.794287 Ha. As for the expectation value of S²: 6.004.

```
! wB97M-V def2-TZVPD RIJCOSX def2/J DEFGRID3
* xyz 3 5
O 0.27 -1.07 0.86
H 0.83 -1.72 1.30
O -1.13 0.72 -0.28
Ho -1.94 -0.80 1.15
H -1.63 1.41 -0.73
C 0.20 0.65 -0.67
C 0.91 -0.34 -0.12
H 0.51 1.25 -1.52
H 1.98 -0.09 0.01
*
```

***

Entry 3:
C31H57CeN2O2P2S | ωB97M-V with the def2-TZVPD basis set

For the frontier orbital gap (spin up / spin down), the calculation gives 5.25 / 5.25 eV. Its energy above the lowest of the compared OMol25 structures with the same formula, charge and spin is 38.00 kcal/mol. The value obtained for the HOMO energy (spin up / spin down) is -15.400 / -15.373 eV. The value obtained for the total energy is -3030.415722 Ha.

```
! wB97M-V def2-TZVPD RIJCOSX def2/J DEFGRID3
* xyz 3 1
C -0.83 -2.38 1.78
C 1.30 -2.10 0.78
C -0.49 -3.64 2.26
C 1.67 -3.38 1.26
C 0.80 -4.12 2.04
H -1.24 -4.20 2.81
H 2.68 -3.73 1.03
H 1.11 -5.07 2.47
N 0.06 -1.60 1.13
P -2.48 -0.05 1.91
P 2.60 -0.09 -1.13
C -2.27 -1.89 1.95
H -2.89 -2.32 1.15
H -2.67 -2.29 2.89
C 2.30 -1.27 0.13
H 3.26 -1.40 0.66
C 3.48 -1.07 -2.51
C 3.72 1.29 -0.37
C -4.08 0.32 0.91
C -2.67 0.27 3.77
C 2.90 -0.51 -3.82
H 3.17 0.54 -3.98
H 3.28 -1.10 -4.67
H 1.80 -0.57 -3.81
C 5.01 -0.95 -2.53
H 5.36 0.08 -2.64
H 5.47 -1.41 -1.65
H 5.38 -1.50 -3.41
C 3.11 -2.54 -2.35
H 3.41 -3.09 -3.25
H 3.60 -3.01 -1.49
H 2.03 -2.65 -2.22
C 4.12 2.27 -1.48
H 3.23 2.74 -1.93
H 4.74 3.07 -1.04
H 4.70 1.80 -2.28
C 2.88 2.05 0.68
H 2.02 2.59 0.22
H 2.56 1.40 1.52
H 3.49 2.83 1.14
C 4.95 0.69 0.32
H 5.62 0.17 -0.38
H 5.53 1.51 0.77
H 4.68 0.00 1.13
C -2.85 1.79 3.96
H -3.03 1.98 5.03
H -1.95 2.35 3.67
H -3.71 2.19 3.40
C -1.36 -0.18 4.44
H -1.16 -1.25 4.27
H -0.49 0.41 4.11
H -1.47 -0.04 5.53
C -3.84 -0.48 4.44
H -3.72 -0.36 5.53
H -4.82 -0.07 4.17
H -3.84 -1.56 4.23
C -4.36 -0.79 -0.13
H -4.69 -1.72 0.34
H -5.18 -0.44 -0.78
H -3.49 -0.99 -0.77
C -3.81 1.64 0.17
H -3.01 1.54 -0.58
H -4.73 1.95 -0.36
H -3.53 2.46 0.85
C -5.34 0.46 1.78
H -5.59 -0.48 2.28
H -5.25 1.27 2.52
H -6.18 0.71 1.12
Ce 0.20 0.83 0.59
C 0.51 2.28 2.94
O 0.62 3.09 3.75
N -0.08 -0.27 -1.40
C 0.18 -1.18 -2.13
C -0.58 -1.95 -3.26
C 0.16 -3.18 -3.74
C -1.92 -2.39 -2.69
C -0.78 -0.98 -4.41
H 1.12 -2.92 -4.20
H 0.31 -3.89 -2.92
H -0.44 -3.68 -4.51
H -2.55 -1.52 -2.45
H -2.44 -2.99 -3.44
H -1.80 -3.00 -1.80
H -1.40 -1.45 -5.19
H -1.28 -0.06 -4.08
H 0.17 -0.70 -4.88
C -0.24 5.25 0.94
S -0.81 4.31 -0.49
C 0.54 4.71 -1.62
O -0.46 2.82 -0.08
H -0.64 6.26 0.82
H 0.86 5.29 0.97
H -0.63 4.81 1.86
H 1.52 4.62 -1.13
H 0.47 4.04 -2.48
H 0.38 5.74 -1.96
*
```

***

Entry 4:
C32H72F4N7O2P2 | ωB97M-V with the def2-TZVPD basis set

For the frontier orbital gap, the calculation gives 5.52 eV. The value obtained for the HOMO energy is -9.125 eV. The value obtained for the total energy is -2877.411113 Ha.

```
! wB97M-V def2-TZVPD RIJCOSX def2/J DEFGRID3
* xyz 1 1
C -2.68 4.27 -2.25
C -1.60 5.28 -2.60
C -1.40 6.71 -1.79
N -1.57 6.61 -0.29
F -2.93 6.59 -0.03
C -0.73 5.50 0.35
C -0.21 5.85 1.86
C -0.90 5.10 3.15
C -0.99 3.46 3.01
C 0.17 2.67 3.91
C -0.57 1.34 4.56
C 0.51 0.20 5.09
C 0.39 -1.08 4.03
C -0.82 -2.12 4.56
C -0.24 -3.67 4.38
C -0.36 -4.22 2.84
C 0.68 -5.41 2.44
C 2.22 -5.19 2.95
C 3.35 -6.07 2.10
C -0.61 7.44 1.90
C 0.56 8.56 2.24
F -0.04 9.91 1.94
F 1.75 8.43 1.33
F 0.97 8.49 3.66
C -1.06 7.89 0.37
H -3.74 4.70 -2.00
H -2.51 3.10 -2.25
H -0.87 5.01 -3.50
H -2.16 7.54 -2.19
H -0.31 7.09 -2.03
H -1.44 4.56 0.26
H 0.27 5.49 -0.28
H 0.95 5.75 2.00
H -2.02 5.48 3.34
H -0.27 5.37 4.11
H -0.83 3.08 1.90
H -2.03 3.06 3.44
H 0.54 3.40 4.76
H 1.04 2.37 3.17
H -1.28 1.65 5.45
H -1.26 0.86 3.73
H 1.64 0.60 5.07
H 0.20 -0.07 6.19
H 0.17 -0.72 2.92
H 1.45 -1.60 4.03
H -1.83 -1.96 3.98
H -0.95 -1.93 5.73
H 0.85 -3.65 4.82
H -0.91 -4.36 5.08
H -1.46 -4.67 2.74
H -0.34 -3.32 2.06
H 0.29 -6.47 2.79
H 0.70 -5.45 1.24
H 2.25 -5.55 4.09
H 2.50 -4.04 2.95
H 3.27 -7.21 2.37
H 3.18 -5.92 0.96
H 4.41 -5.70 2.45
H -1.58 7.69 2.54
H -0.30 8.55 -0.26
H -1.96 8.65 0.52
O 4.08 -3.43 0.03
P 3.36 -2.74 -1.15
N 4.84 -2.57 -1.99
C 5.38 -1.45 -2.73
C 5.37 -3.82 -2.54
N 3.03 -1.34 -0.18
C 3.97 -0.23 -0.06
C 2.54 -1.64 1.17
N 2.53 -1.95 -2.51
C 2.34 -2.74 -3.72
C 2.13 -0.56 -2.68
H 4.89 -1.30 -3.70
H 6.45 -1.58 -2.93
H 5.34 -0.51 -2.18
H 4.84 -4.10 -3.46
H 5.26 -4.65 -1.83
H 6.44 -3.75 -2.77
H 4.97 -0.57 0.24
H 3.63 0.51 0.67
H 4.04 0.34 -0.99
H 3.37 -1.90 1.85
H 1.83 -2.48 1.16
H 2.02 -0.78 1.60
H 3.14 -2.55 -4.44
H 1.38 -2.54 -4.20
H 2.35 -3.81 -3.48
H 2.98 0.07 -2.96
H 1.64 -0.15 -1.80
H 1.39 -0.45 -3.48
O -1.28 -2.91 -3.72
P -2.74 -2.41 -3.68
N -2.24 -0.91 -3.03
C -2.80 -0.11 -1.96
C -1.57 -0.04 -4.00
N -3.13 -3.53 -2.42
C -2.94 -3.21 -1.00
C -2.60 -4.89 -2.63
N -4.43 -1.84 -3.63
C -4.82 -0.87 -4.65
C -5.46 -2.06 -2.64
H -3.73 0.39 -2.25
H -2.10 0.67 -1.64
H -2.98 -0.68 -1.06
H -2.29 0.45 -4.66
H -0.87 -0.60 -4.63
H -0.98 0.75 -3.51
H -1.92 -2.87 -0.79
H -3.14 -4.08 -0.37
H -3.65 -2.47 -0.66
H -1.53 -4.96 -2.35
H -2.70 -5.19 -3.68
H -3.14 -5.62 -2.03
H -4.74 0.15 -4.27
H -5.84 -1.03 -5.00
H -4.17 -0.96 -5.53
H -5.32 -1.42 -1.76
H -5.53 -3.10 -2.32
H -6.46 -1.83 -3.03
*
```